Record 1
Below is 7 unconnected molecules or ions with the total composition C14H42O14 at a distorted geometry, with properties calculated with wB97M-V/def2-TZVPD.

Values from the calculation:
- E_HOMO (spin up / spin down): -12.05 / -12.05 eV
- Frontier orbital gap (spin up / spin down): 9.7 / 3.0 eV
- Charge: +1
- Molar mass: 434.476 g/mol
- ⟨S²⟩: 0.755
- Spin multiplicity: 2

Atoms and positions in Å:
C: 0.078390 -3.195227 -1.820301
C: -1.144604 -3.940283 -1.113648
O: -1.160829 -3.499395 0.189139
O: 0.412018 -3.784608 -3.026288
H: 1.011436 -3.155094 -1.258239
H: -0.291179 -2.181196 -1.972803
H: -1.117621 -5.026898 -1.195140
H: -2.129152 -3.709711 -1.520591
H: -1.584839 -4.092758 0.813424
H: -0.338998 -3.631929 -3.604439
C: -3.847437 -0.011091 -0.664701
C: -4.295272 0.162963 0.828411
O: -5.687076 -0.066592 0.948003
O: -3.638873 -1.420982 -0.818283
H: -3.011010 0.612752 -0.979833
H: -4.658065 0.294632 -1.326158
H: -4.152432 1.219384 1.055724
H: -3.685847 -0.479221 1.464256
H: -6.171105 0.675190 0.577774
H: -3.253652 -1.533299 -1.690397
C: 0.396670 0.141810 0.280503
C: -0.016062 1.153282 1.371502
O: -0.050868 2.462160 0.845192
O: 1.361090 0.753490 -0.494783
H: -0.436770 -0.177912 -0.345000
H: 0.703895 -0.823765 0.682219
H: 0.650500 1.191088 2.233105
H: -1.009168 0.949695 1.771997
H: -0.436151 2.950199 1.576609
H: 1.258304 1.696705 -0.348568
C: 4.008787 -3.768717 2.286107
C: 2.759297 -2.906423 2.038272
O: 2.056568 -2.698677 3.251513
O: 4.727361 -4.032602 1.068499
H: 3.919416 -4.719820 2.811007
H: 4.685971 -3.150419 2.875368
H: 2.082596 -3.342478 1.303409
H: 2.976886 -1.924919 1.617066
H: 1.187845 -2.337699 3.060138
H: 5.441953 -4.628924 1.303775
C: -1.415218 4.359607 -3.524366
C: -0.202595 3.538693 -2.955290
O: -0.052697 2.248956 -3.504536
O: -2.519261 3.496926 -3.435782
H: -1.220604 4.619121 -4.564986
H: -1.501639 5.304552 -2.987963
H: -0.385518 3.468616 -1.883039
H: 0.750467 4.025622 -3.161881
H: 0.835594 1.979020 -3.260243
H: -2.222001 2.614756 -3.670318
C: -1.770693 3.034081 4.354423
C: -2.915683 4.045077 4.396646
O: -2.546599 5.180038 5.214480
O: -0.740036 3.375412 3.473059
H: -2.225009 2.171742 3.866496
H: -1.316979 2.734539 5.299152
H: -3.817946 3.702381 4.903187
H: -3.093654 4.533809 3.438750
H: -3.359918 5.621562 5.469764
H: -0.261225 4.101131 3.880083
C: 4.915087 -1.760485 -2.822539
C: 3.578105 -1.509048 -2.059346
O: 3.615065 -0.182077 -1.556365
O: 4.961890 -1.123389 -4.051846
H: 5.164214 -2.815794 -2.933686
H: 5.742688 -1.356535 -2.239440
H: 3.461083 -2.193226 -1.218931
H: 2.721789 -1.628040 -2.723171
H: 2.790417 0.062390 -1.129989
H: 5.428902 -1.672148 -4.686163

Forces on the atoms, in the same order (eV/Å):
C -1.889 -0.451 0.760
C 0.661 -0.161 -0.576
O 0.653 0.789 1.936
O 0.126 -0.189 -1.077
H -0.390 -0.276 0.661
H 0.217 0.442 0.077
H 0.754 -0.173 -0.045
H 0.101 0.521 -0.896
H -0.151 -0.138 -0.292
H 0.067 -0.244 -0.444
C -0.864 -0.741 1.083
C -0.181 1.521 -2.183
O 0.111 -0.949 0.558
O 0.558 0.512 -0.368
H 0.558 -0.162 0.421
H -0.348 0.126 0.122
H 0.575 0.108 0.416
H -0.443 -0.094 0.072
H 0.136 0.054 -0.034
H -0.058 -0.300 -0.132
C -1.835 -0.207 1.150
C -0.498 -0.558 0.554
O 0.168 -0.316 -0.926
O 2.061 -0.379 -1.218
H -0.420 0.517 -0.137
H 0.631 0.187 0.375
H 0.385 -0.556 -0.034
H -0.082 -0.599 -0.087
H -0.023 0.849 0.276
H 0.009 0.724 -0.050
C 1.103 0.853 0.010
C -0.697 -0.509 -0.268
O 0.424 -0.294 0.321
O -0.728 0.301 -0.423
H -0.994 0.194 0.116
H -0.132 0.065 0.499
H 0.017 -0.610 -0.140
H 0.860 0.168 -0.087
H -0.026 -0.049 -0.053
H 0.064 -0.017 -0.119
C 1.966 -1.839 -0.521
C 0.025 1.755 0.226
O -0.621 -0.614 -0.433
O -0.977 0.576 0.423
H 0.030 0.030 -0.236
H -0.454 -0.340 0.352
H 0.156 -0.033 0.244
H -0.111 0.721 0.296
H -0.131 -0.225 -0.157
H 0.096 -0.074 -0.148
C -1.498 -0.646 -0.653
C 0.581 1.721 1.460
O 0.678 -0.062 0.279
O 0.783 0.721 -0.547
H -0.013 -0.439 0.347
H -0.576 0.221 0.330
H -0.052 -0.933 -0.709
H -0.259 -1.016 -0.553
H 0.092 0.143 0.048
H 0.246 0.245 -0.151
C 0.641 -0.298 0.959
C 1.782 1.449 -1.691
O 1.982 -1.915 -1.056
O -1.055 0.445 -0.307
H -0.536 -0.239 0.254
H -0.091 0.151 0.669
H 0.031 -0.448 0.551
H -0.679 0.010 0.079
H -2.546 1.034 1.038
H 0.033 -0.061 -0.213


Record 2
Below is 7 unconnected molecules or ions with the total composition C14H42O7 at a distorted geometry, with properties calculated with wB97M-V/def2-TZVPD.

Values from the calculation:
- E_HOMO: -9.89 eV
- Frontier orbital gap: 10.5 eV
- Charge: 0
- Molar mass: 322.483 g/mol

Atoms and positions in Å:
C: 1.971678 -1.433199 3.776248
C: 2.036845 0.043711 3.409715
O: 2.313094 0.217730 2.030610
H: 2.924244 -1.916729 3.553050
H: 1.155380 -1.949217 3.271682
H: 1.817165 -1.530354 4.856184
H: 2.816166 0.558190 3.964834
H: 1.067480 0.498172 3.649475
H: 1.657976 -0.286166 1.533204
C: 0.639557 6.627035 -3.646243
C: -0.416245 6.274597 -2.632454
O: -0.914956 4.984691 -2.948046
H: 0.231305 6.794767 -4.637739
H: 1.386864 5.828273 -3.659506
H: 1.191207 7.517079 -3.335724
H: -1.247733 6.990490 -2.745526
H: -0.083270 6.391008 -1.597743
H: -1.537758 4.667117 -2.289692
C: -3.902346 -3.099505 0.809570
C: -2.889766 -1.975201 0.956966
O: -2.693716 -1.319679 -0.286155
H: -4.893407 -2.663198 0.708047
H: -3.934547 -3.646525 1.760844
H: -3.629062 -3.851695 0.072835
H: -1.971078 -2.327493 1.443258
H: -3.336225 -1.241209 1.642858
H: -1.949333 -0.714301 -0.143056
C: 3.542940 -0.936823 -4.307392
C: 2.609289 -1.766099 -3.478211
O: 3.233486 -2.037391 -2.226452
H: 4.516523 -1.440315 -4.351043
H: 3.778406 0.010885 -3.813648
H: 3.256545 -0.710697 -5.331617
H: 2.371379 -2.718334 -3.965813
H: 1.654690 -1.254458 -3.308546
H: 2.571072 -2.044533 -1.529773
C: -2.174065 1.211158 2.648167
C: -3.577834 1.635939 2.999570
O: -3.881899 1.321797 4.360164
H: -1.454910 1.989456 2.914619
H: -2.075448 1.038391 1.578172
H: -1.882303 0.280956 3.133034
H: -4.293911 1.081795 2.370278
H: -3.805669 2.667418 2.712460
H: -4.384371 2.043870 4.744246
C: -0.074779 2.014227 -0.292067
C: 0.319875 0.615140 -0.620009
O: -0.155805 -0.273105 0.413568
H: -1.167845 2.084705 -0.247319
H: 0.269955 2.745598 -1.017814
H: 0.197610 2.279282 0.732197
H: 1.378268 0.424517 -0.827580
H: -0.151921 0.268328 -1.553044
H: 0.120867 -1.178315 0.224469
C: 1.321143 -4.997568 -0.795514
C: 0.903735 -4.077149 0.319615
O: 1.415128 -2.741767 0.157135
H: 2.372556 -5.291882 -0.728830
H: 1.187503 -4.511556 -1.762380
H: 0.781138 -5.945340 -0.771198
H: 1.279530 -4.419086 1.293194
H: -0.172539 -4.038659 0.480679
H: 2.362144 -2.768777 0.329184

Forces on the atoms, in the same order (eV/Å):
C 0.388 0.243 0.614
C -0.638 -0.508 -0.325
O 0.389 0.066 -0.077
H -0.066 -0.076 -0.149
H -0.002 0.033 -0.131
H -0.091 -0.058 -0.083
H 0.077 0.029 0.002
H 0.099 0.157 0.103
H -0.224 0.182 0.045
C 0.819 -0.136 0.536
C -1.191 0.789 -0.342
O 0.345 -0.467 -0.001
H -0.057 -0.151 -0.060
H -0.123 -0.025 -0.277
H -0.208 0.131 -0.036
H 0.129 0.011 0.119
H 0.302 -0.400 -0.024
H -0.010 0.221 0.104
C 0.346 -0.064 1.040
C -0.854 0.307 0.245
O 0.381 -0.280 0.048
H -0.065 -0.257 -0.608
H 0.019 0.112 -0.006
H -0.199 0.290 -0.399
H 0.187 0.003 -0.388
H 0.162 -0.148 0.195
H -0.039 -0.023 -0.071
C 1.273 0.369 0.135
C -0.656 -0.188 0.138
O 0.257 0.106 0.104
H -0.170 -0.119 -0.108
H -0.307 -0.009 0.037
H -0.424 -0.217 0.021
H 0.057 0.053 -0.117
H 0.056 0.063 -0.086
H -0.213 -0.072 -0.190
C 0.321 0.433 -0.124
C -0.982 -0.815 -0.625
O 0.242 0.451 -0.018
H 0.074 -0.135 0.120
H -0.082 0.066 -0.034
H -0.169 0.007 0.162
H 0.187 -0.189 0.105
H 0.402 0.206 0.476
H -0.024 -0.030 0.018
C -0.752 0.321 0.711
C -0.169 -1.549 -0.984
O 0.070 0.455 0.273
H 0.014 -0.106 -0.353
H 0.230 -0.020 0.021
H 0.573 0.057 -0.193
H 0.193 0.480 0.536
H -0.150 0.391 -0.004
H 0.274 -0.118 -0.188
C 0.312 -0.326 -0.256
C 0.474 -0.156 1.098
O -0.340 0.118 -0.306
H 0.037 0.302 0.090
H -0.178 -0.092 -0.013
H -0.265 0.156 -0.022
H 0.034 -0.269 -0.175
H -0.090 0.383 -0.519
H 0.019 0.010 0.189


For reference, energy relative to the best compared isomer or geometry (same formula, charge and spin) by record: 0.774 1.773 eV.